(1)
20
Properties=species:S:1:pos:R:3 method="wB97M-V/def2-TZVPD" e_tot_ev=-9960.114 relative_energy_kcal_mol=69.42 molar_mass_g_mol=121.183 lumo_ha=0.027 e_homo_ev=-7.97 homo_lumo_gap_ha=0.32006
C 2.281 0.527 -0.106
C 0.599 -1.183 1.329
C 1.297 -0.335 0.367
C -0.041 -0.815 -0.003
C -0.446 0.580 0.049
C -0.348 -1.899 -1.101
C -0.554 1.369 -1.256
C -0.922 1.140 1.369
N 3.138 1.271 -0.370
H 0.830 -2.216 1.289
H 0.269 -0.633 2.149
H -0.954 -2.659 -0.637
H 0.596 -2.347 -1.362
H -0.860 -1.444 -1.914
H 0.301 1.312 -1.755
H -0.721 2.427 -1.189
H -1.319 0.940 -1.766
H -1.638 1.922 1.050
H -0.129 1.665 1.855
H -1.379 0.379 2.003

(2)
31
Properties=species:S:1:pos:R:3 method="wB97M-V/def2-TZVPD" e_tot_ev=-16822.795 relative_energy_kcal_mol=56.28 molar_mass_g_mol=200.281 lumo_ha=0.025 e_homo_ev=-8.07 homo_lumo_gap_ha=0.32190 smiles=Cc1ccc(O)cc1.Cc1ccccc1
C -1.695 0.445 -2.705
C -1.272 1.545 -1.769
C -0.782 1.290 -0.529
C -0.136 2.318 0.216
C -0.107 3.564 -0.370
O 0.423 4.575 0.353
C -0.537 3.807 -1.694
C -1.307 2.853 -2.305
H -0.727 -0.253 -2.809
H -2.141 0.625 -3.652
H -2.289 -0.295 -2.107
H -0.968 0.302 -0.050
H 0.140 2.211 1.201
H 0.985 4.354 1.160
H -0.354 4.692 -2.170
H -1.783 3.051 -3.155
C 1.563 -0.998 2.795
C 1.047 -1.844 1.796
C 0.590 -3.105 2.286
C -0.066 -3.958 1.399
C -0.005 -3.594 0.010
C 0.500 -2.407 -0.474
C 1.022 -1.528 0.454
H 0.991 -0.122 3.029
H 2.550 -0.452 2.440
H 2.100 -1.392 3.725
H 0.761 -3.470 3.312
H -0.350 -4.975 1.717
H -0.412 -4.299 -0.668
H 0.774 -2.280 -1.532
H 1.485 -0.659 0.096

(3)
4
Properties=species:S:1:pos:R:3 method="wB97M-V/def2-TZVPD" e_tot_ev=-27776.316 relative_energy_kcal_mol=31.96 molar_mass_g_mol=90.912 lumo_ha=-0.051 e_homo_ev=-11.76 homo_lumo_gap_ha=0.38127 smiles=FCl.Cl
F -1.539 1.083 -0.203
Cl -2.191 -0.482 -0.252
Cl 1.684 -0.063 -0.309
H 2.046 -0.539 0.764

(4)
87
Properties=species:S:1:pos:R:3 method="wB97M-V/def2-TZVPD" charge=+2 e_tot_ev=-138908.288 spin_multiplicity=2 molar_mass_g_mol=645.542 lumo_ha="-0.231 / -0.236" e_homo_ev="-12.14 / -14.37" homo_lumo_gap_ha="0.21524 / 0.29251"
Ti -0.122 0.201 0.426
C 1.396 -0.008 3.198
N 0.246 0.701 2.588
C -0.959 0.383 3.400
C 0.495 2.169 2.648
C -0.335 2.886 1.607
N -0.047 2.333 0.255
C -1.005 2.906 -0.721
C 1.336 2.679 -0.173
H 1.543 0.334 4.225
H 2.300 0.181 2.623
H 1.190 -1.078 3.210
H -0.748 0.586 4.453
H -1.227 -0.665 3.276
H -1.796 0.990 3.068
H 1.557 2.341 2.473
H 0.272 2.542 3.651
H -0.109 3.957 1.613
H -1.404 2.766 1.788
H -0.865 3.988 -0.779
H -2.018 2.674 -0.404
H -0.820 2.472 -1.701
H 1.525 3.741 -0.003
H 1.443 2.452 -1.231
H 2.077 2.102 0.384
Se 0.741 0.118 -3.297
N 2.227 -0.886 -3.280
C 2.445 -1.306 -2.025
C 3.487 -2.109 -1.546
C 3.523 -2.414 -0.187
C 2.557 -1.942 0.682
N 1.527 -1.173 0.251
C 1.497 -0.873 -1.057
N 0.479 -0.081 -1.473
H 4.245 -2.477 -2.224
H 4.317 -3.032 0.207
H 2.579 -2.183 1.735
N -1.811 -0.086 0.414
P -3.205 -0.955 0.521
N -4.492 -0.073 0.988
C -5.414 0.537 0.015
C -6.861 0.260 0.435
C -6.974 0.147 1.960
C -5.955 1.061 2.627
C -4.526 0.607 2.297
N -3.461 -1.604 -0.945
C -4.414 -2.740 -1.042
C -5.104 -2.724 -2.396
C -4.093 -2.895 -3.536
C -2.759 -2.208 -3.201
C -2.960 -1.063 -2.222
N -2.966 -2.092 1.672
C -1.722 -2.886 1.573
C -1.733 -4.047 2.561
C -2.216 -3.578 3.928
C -3.644 -3.001 3.844
C -4.064 -2.761 2.402
H -5.210 0.133 -0.975
H -5.213 1.612 -0.025
H -7.220 -0.654 -0.040
H -7.489 1.071 0.065
H -6.799 -0.885 2.275
H -7.983 0.393 2.287
H -6.080 1.072 3.710
H -6.108 2.088 2.289
H -4.156 -0.084 3.056
H -3.852 1.474 2.273
H -5.154 -2.655 -0.243
H -3.874 -3.681 -0.895
H -5.643 -1.778 -2.497
H -5.859 -3.510 -2.424
H -4.511 -2.480 -4.453
H -3.922 -3.955 -3.727
H -2.276 -1.831 -4.103
H -2.060 -2.918 -2.749
H -3.665 -0.329 -2.628
H -2.020 -0.552 -2.024
H -0.867 -2.237 1.813
H -1.574 -3.245 0.547
H -0.722 -4.453 2.617
H -2.362 -4.858 2.190
H -1.524 -2.821 4.311
H -2.176 -4.402 4.640
H -3.704 -2.061 4.399
H -4.366 -3.675 4.306
H -4.954 -2.139 2.345
H -4.305 -3.703 1.902

(5)
12
Properties=species:S:1:pos:R:3 method="wB97M-V/def2-TZVPD" e_tot_ev=-70623.565 relative_energy_kcal_mol=64.40 molar_mass_g_mol=145.063 lumo_ha=-0.025 e_homo_ev=-8.08 homo_lumo_gap_ha=0.27204
C 1.238 0.618 0.971
C 1.027 0.271 -0.463
C 0.237 0.341 1.810
C 0.028 -0.516 -0.950
C -1.056 -1.213 -0.312
Se -2.763 -1.034 -0.967
H 2.261 1.120 1.166
H 1.737 0.590 -1.214
H 0.190 0.530 2.786
H 0.114 -0.538 -2.004
H -0.687 0.029 1.287
H -2.327 -0.199 -2.109

(6)
118
Properties=species:S:1:pos:R:3 method="wB97M-V/def2-TZVPD" charge=-2 e_tot_ev=-194965.150 relative_energy_kcal_mol=0.00 molar_mass_g_mol=1159.830 lumo_ha=0.135 e_homo_ev=-1.31 homo_lumo_gap_ha=0.18316
La -0.484 0.829 1.086
S 3.243 1.773 3.950
C 3.992 1.672 2.563
N 3.497 1.841 1.306
C 4.425 1.744 0.292
C 4.168 1.618 -1.099
C 5.223 1.586 -2.022
C 6.497 1.475 -1.527
C 6.732 1.388 -0.147
C 5.727 1.496 0.744
S 5.737 1.277 2.468
H 3.164 1.772 -1.355
H 5.074 1.516 -3.079
H 7.378 1.455 -2.209
H 7.737 1.223 0.169
C -1.451 -3.439 0.866
P -2.263 -1.781 1.101
C -3.762 -1.958 0.086
C -3.014 -1.938 2.803
C -2.071 -1.475 3.911
P -1.670 0.291 3.823
C -0.528 0.376 5.298
C -3.137 1.052 4.554
H -2.073 -4.307 1.106
H -0.535 -3.360 1.499
H -1.082 -3.461 -0.142
H -4.444 -2.628 0.635
H -3.599 -2.251 -0.925
H -4.318 -1.021 0.052
H -3.320 -2.969 3.004
H -3.927 -1.340 2.759
H -1.133 -1.980 3.933
H -2.618 -1.633 4.829
H -0.971 0.243 6.278
H 0.038 1.307 5.283
H 0.134 -0.515 5.199
H -3.367 0.514 5.518
H -4.014 0.959 3.934
H -2.889 2.069 4.825
C 1.286 -0.684 -4.033
C 0.791 0.538 -3.269
P -0.763 0.361 -2.218
C -4.462 1.455 0.610
C -4.582 1.467 -0.855
C -5.695 1.029 -1.498
C -6.763 0.492 -0.825
C -6.734 0.506 0.551
C -5.589 0.998 1.291
C -1.972 -0.010 -3.552
C -3.167 -0.656 -3.234
C -4.114 -1.043 -4.182
C -3.847 -0.752 -5.575
C -2.673 -0.067 -5.876
C -1.734 0.347 -4.939
C 2.463 -1.356 -3.306
P 2.151 -1.982 -1.639
C 1.454 -3.651 -2.026
C 0.221 -3.767 -2.746
C -0.379 -4.985 -2.923
C 0.276 -6.158 -2.495
C 1.451 -6.108 -1.804
C 2.089 -4.796 -1.596
C 3.902 -2.423 -1.240
C 4.115 -2.766 0.094
C 5.427 -2.919 0.627
C 6.497 -2.755 -0.181
C 6.321 -2.566 -1.552
C 5.014 -2.338 -2.052
H 1.741 -0.384 -4.963
H 0.441 -1.418 -4.182
H 0.578 1.397 -3.936
H 1.589 0.892 -2.567
H -3.785 1.823 -1.462
H -5.718 0.893 -2.557
H -7.558 0.037 -1.491
H -7.623 0.257 1.140
H -5.602 0.990 2.373
H -3.425 -0.716 -2.176
H -4.964 -1.603 -3.808
H -4.558 -1.064 -6.321
H -2.562 0.160 -6.940
H -0.830 0.861 -5.159
H 3.242 -0.631 -3.197
H 2.782 -2.127 -4.014
H -0.315 -2.894 -3.088
H -1.388 -5.132 -3.389
H -0.155 -7.145 -2.615
H 1.994 -6.954 -1.424
H 3.050 -4.729 -1.033
H 3.350 -2.754 0.811
H 5.521 -3.079 1.706
H 7.480 -2.829 0.252
H 7.137 -2.582 -2.246
H 4.929 -2.175 -3.146
N 1.500 2.483 0.188
C 2.010 1.818 1.153
H 2.125 3.130 -0.331
Br -0.282 8.817 4.593
C -0.101 7.368 3.333
C 0.248 7.660 2.009
C 0.153 6.620 1.119
C -0.273 5.359 1.495
C -0.458 5.060 2.833
C -0.390 6.101 3.754
C -0.833 3.639 3.269
O -1.248 3.491 4.406
O -0.722 2.790 2.355
H 0.541 8.671 1.790
H 0.284 6.774 0.030
H -0.495 4.535 0.795
H -0.670 5.884 4.797
C -3.207 1.870 1.147
H -2.723 2.715 0.604
H -3.293 2.147 2.233
F 2.269 -1.218 1.875
C 1.046 -0.900 2.572
F 0.732 -2.273 2.951
H 1.357 -0.466 3.538